6 unconnected molecules or ions with the total composition C35H86N6O9 in a non-equilibrium geometry, computed with ωB97M-V/def2-TZVPD.

```
136
Properties=species:S:1:pos:R:3:forces:R:3
C -4.509 -7.476 -2.649 -0.903 -0.614 -0.344
C -3.766 -6.206 -2.283 0.261 -0.696 -0.333
C -2.286 -6.574 -2.053 0.033 -0.049 0.362
C -3.913 -5.276 -3.498 0.959 0.391 -0.659
C -3.764 -3.795 -3.169 -0.252 0.140 -0.036
C -4.684 -3.458 -2.009 -0.935 0.360 -0.857
C -4.359 -4.244 -0.745 0.063 0.570 -0.332
C -3.010 -3.764 -0.200 0.530 -0.615 -0.440
C -5.459 -3.927 0.248 -0.802 -0.619 0.461
N -4.424 -5.646 -1.117 -1.195 0.077 -0.016
O -4.362 -6.515 0.009 0.578 0.210 -0.176
H -5.572 -7.265 -2.812 0.084 0.189 0.104
H -4.167 -7.885 -3.604 0.313 -0.049 0.167
H -4.475 -8.249 -1.881 0.311 0.045 -0.015
H -1.805 -5.838 -1.411 0.201 0.021 -0.174
H -2.200 -7.544 -1.558 -0.087 0.104 0.150
H -1.747 -6.670 -2.995 0.014 0.150 -0.023
H -3.107 -5.496 -4.210 0.081 -0.281 0.273
H -4.780 -5.516 -4.118 -0.508 0.302 0.621
H -2.715 -3.579 -2.950 -0.040 0.041 0.043
H -4.022 -3.199 -4.050 0.009 0.014 0.060
H -5.697 -3.704 -2.369 0.101 -0.389 0.318
H -4.822 -2.391 -1.798 0.762 0.004 0.170
H -2.286 -3.626 -1.009 -0.124 0.137 -0.055
H -2.570 -4.577 0.385 -0.151 0.412 0.631
H -3.115 -2.803 0.301 0.076 -0.151 0.355
H -5.477 -2.861 0.457 0.035 0.023 0.020
H -5.405 -4.489 1.184 0.503 0.232 0.070
H -6.444 -4.220 -0.139 0.139 0.191 -0.327
H -5.286 -6.672 0.225 -0.002 -0.079 -0.076
C 1.882 3.028 6.964 -0.273 0.184 -0.705
O 0.794 2.208 6.608 -0.068 0.062 -0.078
C 0.143 2.668 5.445 0.491 0.051 -0.307
C -0.982 1.710 5.133 -1.196 0.511 0.620
C -1.494 1.981 3.722 0.120 0.314 -0.005
N -2.118 1.862 6.088 0.354 0.483 0.127
H 2.404 2.530 7.771 0.198 0.123 0.087
H 1.543 4.033 7.244 0.005 -0.066 0.277
H 2.509 3.166 6.072 0.354 -0.119 0.267
H -0.175 3.720 5.567 -0.401 -0.235 0.154
H 0.815 2.728 4.569 0.275 -0.354 0.334
H -0.611 0.699 5.319 0.075 -0.043 -0.478
H -1.600 3.069 3.605 0.094 -0.078 -0.071
H -2.489 1.584 3.527 0.044 -0.305 0.213
H -0.815 1.625 2.946 -0.040 0.338 0.179
H -1.749 1.823 7.038 0.060 -0.342 -0.141
H -2.433 2.834 6.040 -0.145 -0.204 -0.276
C -0.025 2.873 -0.190 1.057 0.766 1.185
O -0.353 1.680 0.471 -0.644 -0.357 -0.256
C 0.193 0.549 -0.186 0.687 0.200 0.136
C -0.432 -0.730 0.297 0.639 -1.206 0.102
C -0.518 -0.900 1.826 -0.765 0.369 -0.759
N 0.335 -1.879 -0.270 -0.275 0.293 0.165
H -0.367 3.692 0.448 -0.504 -0.116 -0.212
H -0.391 2.990 -1.209 -0.119 -0.324 -0.055
H 1.071 3.011 -0.132 -0.059 -0.156 -0.564
H 0.034 0.615 -1.261 0.151 0.094 -0.061
H 1.273 0.538 0.029 0.106 -0.095 -0.138
H -1.370 -0.855 -0.237 -0.467 0.232 0.659
H -0.884 0.006 2.312 0.123 -0.407 -0.034
H 0.459 -1.188 2.208 0.138 0.170 0.137
H -1.214 -1.717 2.032 0.056 0.009 0.157
H 1.240 -1.935 0.192 0.027 0.044 -0.042
H -0.182 -2.690 0.062 0.229 -0.179 -0.273
C -1.324 0.314 -3.938 0.181 -1.143 -0.458
O -1.704 0.848 -2.698 0.277 -0.053 0.297
C -2.772 0.122 -2.116 -1.082 0.547 -0.373
C -3.261 0.868 -0.878 0.109 0.448 -1.162
N -4.395 0.216 -0.253 0.367 -0.168 0.754
C -4.484 0.620 1.170 -0.933 -0.636 -1.048
C -5.527 -0.202 1.887 -0.003 0.871 0.809
O -6.814 0.302 1.570 -0.110 -0.531 -0.354
C -7.855 -0.472 2.150 0.328 0.104 -0.613
H -0.793 -0.647 -3.827 -0.141 0.100 0.188
H -0.632 0.946 -4.492 -0.163 0.455 0.325
H -2.201 0.092 -4.563 0.037 0.255 0.019
H -2.577 -0.917 -1.820 0.466 -0.001 -0.375
H -3.557 0.121 -2.891 -0.210 -0.371 0.278
H -3.516 1.888 -1.199 0.222 0.086 0.144
H -2.400 0.928 -0.221 -0.230 0.148 0.415
H -5.253 0.524 -0.695 0.015 -0.145 -0.123
H -4.834 1.658 1.212 0.595 0.181 0.485
H -3.521 0.418 1.631 0.125 0.390 0.075
H -5.385 -0.028 2.967 0.110 -0.446 -0.028
H -5.412 -1.258 1.635 -0.140 -0.060 0.098
H -7.752 -1.533 1.886 0.100 0.031 0.133
H -8.775 -0.122 1.686 -0.116 0.093 0.319
H -7.862 -0.360 3.238 -0.141 -0.006 0.003
C 2.249 -1.504 -3.249 0.736 -0.339 0.332
O 2.673 -0.299 -3.846 -0.390 0.410 -0.121
C 4.039 0.000 -3.577 -0.910 -0.971 -0.266
C 4.484 1.119 -4.479 1.334 0.177 0.163
N 5.958 1.164 -4.454 -0.286 -0.360 -0.090
C 6.519 2.210 -3.642 0.207 0.732 -0.382
C 8.026 2.142 -3.711 -0.095 0.019 -0.264
O 8.375 2.328 -5.076 -0.040 -0.044 -0.036
C 9.718 2.038 -5.373 0.536 -0.092 0.168
H 2.273 -2.341 -3.960 -0.118 0.151 -0.097
H 1.264 -1.416 -2.797 -0.062 0.137 -0.108
H 2.960 -1.771 -2.454 -0.282 -0.058 0.090
H 4.627 -0.882 -3.859 0.216 0.109 0.173
H 4.129 0.151 -2.495 0.375 0.351 -0.073
H 4.119 2.111 -4.197 -0.531 -0.145 -0.100
H 4.198 0.857 -5.496 -0.370 0.154 0.024
H 6.327 1.264 -5.389 0.017 -0.004 0.004
H 6.163 2.154 -2.614 0.070 -0.141 0.071
H 6.259 3.212 -4.034 -0.189 -0.033 0.214
H 8.357 1.143 -3.407 0.156 0.153 0.288
H 8.471 2.953 -3.124 0.095 -0.246 0.271
H 9.756 1.472 -6.304 0.042 0.091 -0.045
H 10.205 1.442 -4.590 -0.260 -0.128 -0.058
H 10.340 2.937 -5.461 -0.273 0.093 -0.133
C 4.961 0.136 2.070 -0.273 0.067 0.871
O 6.033 0.879 2.620 -0.257 0.005 -0.679
C 5.696 1.944 3.474 0.165 0.394 0.022
C 4.773 3.048 2.957 0.396 0.096 -0.458
N 3.336 2.790 2.900 1.106 0.535 -1.098
C 2.523 3.981 2.931 -1.191 -0.315 1.828
C 2.912 5.062 1.968 1.123 0.857 -0.616
O 1.993 6.149 1.983 0.122 -0.274 -0.138
C 1.272 6.384 0.789 -0.678 0.538 0.737
H 5.313 -0.370 1.177 0.075 -0.169 0.100
H 4.111 0.765 1.812 0.043 0.175 -0.257
H 4.608 -0.566 2.842 0.006 -0.244 -0.351
H 6.671 2.427 3.568 -0.105 0.102 0.563
H 5.338 1.607 4.459 0.076 -0.188 -0.072
H 5.181 3.353 1.974 -0.345 -0.265 0.025
H 5.018 3.934 3.573 -0.371 -0.267 0.273
H 3.021 1.916 3.274 -0.332 0.201 0.374
H 2.521 4.420 3.955 0.313 0.212 -0.255
H 1.452 3.764 2.836 0.194 -0.338 -0.599
H 3.137 4.675 0.964 -0.600 -0.072 -0.053
H 3.870 5.515 2.261 -0.075 -0.214 0.164
H 1.902 6.561 -0.085 0.093 -0.510 -0.065
H 0.724 7.318 0.944 0.157 -0.008 0.095
H 0.485 5.634 0.673 0.334 -0.216 -0.529
```
Forces are in eV/Å.

Properties
HOMO energy = -8.2053 eV
frontier orbital gap = 8.750 eV
SMILES = CC1(C)CCCC(C)(C)N1O.COC[C@H](C)N.COC[C@H](C)N.COCCNCCOC.COCCNCCOC.COCCNCCOC